A structure of composition C31H52CsN2OPS3Se4, computed with ωB97M-V/def2-TZVPD.

The energy is -12558.9916 Ha. For the HOMO energy, the calculation gives -0.52 eV. As for the net charge: -2. The molar mass comes out at 1044.7 g/mol. The frontier orbital gap is 3.8 eV.

Element x y z (Å)
1 Cs -0.979 -0.440 -1.562
2 Se -4.624 1.245 -2.637
3 Se -4.074 3.496 -2.576
4 Se -0.897 4.723 -0.857
5 Se -1.759 3.713 -2.761
6 S -1.023 1.152 2.167
7 S 1.447 -0.950 3.018
8 S 2.133 2.062 1.451
9 P 2.896 0.030 -2.183
10 O -6.322 -4.519 2.376
11 N -6.006 -3.299 0.508
12 N -1.870 -2.925 1.988
13 C -5.277 -2.410 -0.404
14 C -2.481 -4.427 3.726
15 C 3.811 -0.629 -3.684
16 C -3.100 -3.023 1.501
17 C 3.105 1.894 -2.254
18 C 5.340 -0.650 -3.702
19 C 0.819 3.244 1.850
20 C -4.395 -3.145 -1.412
21 C 0.314 -0.248 4.267
22 C -8.305 -2.371 0.557
23 C 3.263 -2.026 -4.006
24 C -0.261 -4.763 -4.526
25 C -0.268 -5.620 -2.294
26 C 2.926 0.083 3.273
27 C -1.040 0.201 3.710
28 C -5.552 -3.890 1.646
29 C 1.814 2.466 -2.851
30 C -7.401 -3.527 0.142
31 C -1.561 -3.611 3.081
32 C -0.313 2.732 2.732
33 C -0.278 -5.851 -3.663
34 C 3.961 -1.941 -0.523
35 C -3.766 -4.497 3.225
36 C -0.238 -4.314 -1.807
37 C 5.240 0.244 -0.416
38 C -0.251 -3.468 -4.010
39 C 4.320 2.466 -2.984
40 C 2.757 1.588 3.102
41 C 3.886 -0.419 -0.659
42 C -4.120 -3.778 2.078
43 C -0.232 -3.174 -2.634
44 H 1.271 4.126 2.308
45 H -0.542 -3.499 3.439
46 H 1.851 3.556 -2.910
47 H -9.333 -2.563 0.243
48 H 3.205 -0.056 0.119
49 H 2.176 -2.063 -3.934
50 H -1.110 3.477 2.720
51 H -7.734 -4.436 0.633
52 H -4.528 -5.092 3.708
53 H 4.313 2.184 -4.040
54 H -8.285 -2.259 1.641
55 H -4.010 -2.431 -2.140
56 H -4.975 -3.903 -1.941
57 H 0.845 0.578 4.740
58 H -7.985 -1.430 0.107
59 H 5.623 -0.062 0.565
60 H 3.324 -0.135 4.267
61 H 3.654 -2.769 -3.308
62 H 4.687 -2.367 -1.220
63 H -4.710 -1.667 0.152
64 H -3.249 -2.453 0.601
65 H 3.731 2.060 3.240
66 H -2.192 -4.996 4.601
67 H 5.775 0.323 -3.479
68 H -0.302 -6.864 -4.055
69 H 3.556 -2.325 -5.017
70 H 3.152 2.200 -1.205
71 H 4.269 -2.225 0.489
72 H 3.466 0.048 -4.475
73 H -1.647 -0.672 3.472
74 H 0.427 3.545 0.868
75 H -7.441 -3.675 -0.941
76 H 5.684 -0.953 -4.697
77 H 5.726 -1.379 -2.988
78 H -6.026 -1.842 -0.952
79 H 2.076 2.003 3.845
80 H 3.631 -0.297 2.531
81 H 5.152 1.331 -0.411
82 H 0.145 -1.017 5.024
83 H 5.264 2.144 -2.542
84 H -1.566 0.791 4.463
85 H 0.013 2.584 3.763
86 H 0.960 2.219 -2.222
87 H -0.262 -4.927 -5.602
88 H 5.979 -0.045 -1.164
89 H -0.291 -6.464 -1.605
90 H -3.548 -3.639 -0.936
91 H -0.256 -2.646 -4.730
92 H 2.989 -2.397 -0.722
93 H -0.213 -4.180 -0.723
94 H 4.281 3.557 -2.933
95 H 1.632 2.072 -3.856

=====

The molecule C5H9NO, computed with ωB97M-V/def2-TZVPD.

The energy is -325.8362 Ha. For the HOMO energy, the calculation gives -9.29 eV. As for the net charge: 0. The molar mass comes out at 99.1 g/mol. The frontier orbital gap is 10.3 eV.

Element x y z (Å)
1 O 1.701 1.109 0.228
2 N -1.440 0.908 -0.241
3 C 0.636 0.204 0.036
4 C -0.297 0.588 -1.145
5 C -0.592 0.477 0.918
6 C -1.744 -0.326 0.478
7 C 1.255 -1.179 0.097
8 H -2.661 -0.272 1.058
9 H 0.035 1.506 -1.640
10 H -0.573 1.032 1.854
11 H 0.503 -1.970 0.032
12 H -1.582 -1.282 -0.019
13 H -0.514 -0.170 -1.908
14 H 1.799 -1.291 1.041
15 H 1.409 1.989 -0.040
16 H 1.967 -1.303 -0.724

=====

A cluster of 2 separate species, C3H6 in total, computed with ωB97M-V/def2-TZVPD.

The energy is -117.6435 Ha. For the HOMO energy (spin up / spin down), the calculation gives -6.60 / -9.93 eV. As for the net charge: 0. The molar mass comes out at 42.1 g/mol. As for the spin multiplicity: 3. The frontier orbital gap (spin up / spin down) is 7.9 / 8.4 eV. The expectation value of S² is 2.02.

Element x y z (Å)
1 C -1.310 0.837 0.513
2 C -0.090 0.381 0.838
3 C 1.054 -0.752 -0.852
4 H -1.483 0.717 -0.534
5 H 1.491 -1.646 -0.493
6 H 0.284 0.259 1.806
7 H -1.938 1.114 1.293
8 H 1.902 -0.049 -1.220
9 H 0.090 -0.862 -1.351

=====

Calculated relative energy (zero: lowest compared OMol25 entry of this formula, charge and spin) (eV), listed in the same order as above: 0.890 2.758 1.160